No. 1
{
  "formula": "C4H9O3",
  "method": "the ωB97M-V functional and the def2-TZVPD basis",
  "total_charge": -1,
  "homo_lumo_gap_ev": 8.187,
  "symbols": ["O", "C", "O", "C", "C", "C", "H", "H", "H", "H", "H", "H", "H", "H", "H", "O"],
  "coordinates": [[-1.234288, 1.849086, 1.778334], [-0.192804, 1.230347, 1.481766], [0.563266, 0.581573, 2.260589], [0.243212, 1.315872, 0.006825], [-0.525335, 0.388284, -0.956350], [0.276742, -0.745580, -1.599142], [1.310493, 1.139578, -0.108118], [0.091080, 2.347948, -0.311622], [-1.047061, 0.992898, -1.709782], [-1.358737, -0.067084, -0.420998], [-0.346079, -1.637294, -1.699853], [0.668128, -0.500464, -2.588682], [1.033917, -1.135013, -0.920306], [-0.149828, -1.292911, 1.268142], [0.558999, -2.241725, 2.189009], [0.108301, -2.225509, 1.330195]],
  "atomic_forces_ev_per_a": [[-0.15, -0.14, -0.13], [0.36, 0.22, 0.49], [-0.28, -0.22, -0.35], [0.17, 0.30, -0.65], [-0.55, 0.03, 0.15], [-0.37, -0.48, 0.20], [0.18, -0.23, 0.22], [-0.13, 0.10, 0.07], [0.28, -0.15, -0.11], [-0.04, -0.02, 0.28], [-0.28, 0.10, -0.38], [0.28, 0.05, 0.18], [0.42, 0.43, -0.09], [0.26, 0.09, 0.23], [-0.17, 0.17, -0.38], [0.02, -0.25, 0.29]],
  "lowdin_charge": [-0.08, -0.76, -0.11, -0.15, -0.26, -0.13, 0.09, 0.09, 0.09, 0.10, 0.06, 0.06, 0.06, 0.00, 0.03, -0.09]
}


No. 2
{
  "formula": "C20H20N2O5",
  "method": "the ωB97M-V functional and the def2-TZVPD basis",
  "homo_lumo_gap_ev": 8.253,
  "smiles": "CCOc1ccc(N2C[C@@H](C(=O)Nc3ccc4c(c3)OCO4)CC2=O)cc1",
  "symbols": ["C", "C", "O", "C", "C", "C", "C", "N", "C", "C", "C", "O", "N", "C", "C", "C", "C", "C", "C", "O", "C", "O", "C", "C", "O", "C", "C", "H", "H", "H", "H", "H", "H", "H", "H", "H", "H", "H", "H", "H", "H", "H", "H", "H", "H", "H", "H"],
  "coordinates": [[-6.367026, -2.862399, 0.777837], [-5.404565, -3.242702, -0.344087], [-5.068021, -2.147326, -1.169191], [-4.178696, -1.213682, -0.730288], [-3.448828, -1.273805, 0.449892], [-2.551592, -0.267849, 0.769449], [-2.357423, 0.817635, -0.076705], [-1.423925, 1.815549, 0.247295], [-0.367782, 1.560755, 1.203137], [0.647689, 2.693795, 0.970670], [1.762009, 2.233730, 0.017799], [1.897178, 2.667590, -1.100133], [2.557873, 1.289486, 0.593719], [3.632911, 0.581372, 0.038799], [4.061392, 0.773954, -1.267985], [5.127251, 0.047286, -1.791504], [5.740704, -0.866854, -0.971484], [5.312059, -1.061354, 0.342949], [4.264737, -0.354015, 0.872800], [6.084108, -2.020654, 0.938814], [7.015030, -2.430059, -0.042485], [6.795920, -1.702909, -1.230656], [-0.190060, 3.797299, 0.334256], [-1.415505, 3.095451, -0.229122], [-2.241856, 3.598948, -0.949989], [-3.091312, 0.877156, -1.262054], [-3.986341, -0.119100, -1.576483], [-7.269892, -2.429113, 0.355278], [-5.916917, -2.131320, 1.444941], [-6.632921, -3.747552, 1.349363], [-5.888736, -3.952203, -1.021264], [-4.501099, -3.716872, 0.060078], [-3.558636, -2.096868, 1.138567], [-2.012662, -0.345517, 1.701192], [0.060250, 0.568365, 1.029523], [-0.760723, 1.601823, 2.228377], [1.108673, 3.010285, 1.909596], [2.356257, 1.043407, 1.553129], [3.558101, 1.498081, -1.884860], [5.457711, 0.197357, -2.804792], [3.944571, -0.515236, 1.889683], [8.038040, -2.244379, 0.321862], [6.890640, -3.507105, -0.239490], [0.344333, 4.290915, -0.478287], [-0.508014, 4.553363, 1.052303], [-2.961273, 1.712698, -1.928032], [-4.553629, -0.077433, -2.492416]],
  "atomic_forces_ev_per_a": [[0.27, 0.05, -0.32], [-0.19, -0.25, 0.31], [0.06, 0.23, -0.15], [0.12, 0.19, -0.01], [-0.25, -0.31, -0.12], [0.12, 0.29, -0.08], [-0.29, -0.26, 0.01], [0.29, -0.21, 0.04], [0.01, -0.09, 0.30], [-0.07, 0.16, -0.24], [-0.24, 0.03, 0.62], [0.04, 0.07, -0.35], [0.00, -0.11, 0.36], [0.32, -0.12, -0.38], [-0.25, 0.21, 0.04], [0.37, -0.44, 0.23], [-0.32, 0.09, 0.45], [0.07, 0.18, -0.58], [0.21, -0.15, -0.06], [-0.42, 0.30, 0.20], [0.90, -0.88, 0.10], [-0.15, 0.27, -0.29], [0.11, 0.02, -0.09], [0.24, 0.40, 0.12], [-0.18, 0.13, -0.19], [-0.01, 0.03, -0.06], [-0.06, -0.24, 0.16], [-0.10, 0.02, -0.01], [-0.01, 0.03, 0.10], [-0.04, -0.09, 0.09], [0.13, 0.04, 0.12], [-0.06, 0.03, -0.10], [-0.05, -0.08, 0.03], [0.07, 0.02, 0.07], [-0.06, 0.07, 0.08], [0.08, -0.09, -0.07], [-0.04, -0.07, -0.04], [-0.07, 0.14, -0.19], [-0.01, 0.01, 0.00], [0.04, 0.03, -0.15], [-0.06, -0.03, 0.16], [-0.26, 0.04, -0.07], [-0.05, 0.27, 0.03], [-0.09, -0.01, 0.07], [-0.05, -0.02, 0.02], [0.00, 0.04, -0.03], [-0.06, 0.02, -0.12]],
  "lowdin_charge": [-0.06, -0.25, -0.05, -0.27, -0.02, -0.02, -0.19, 0.02, -0.10, -0.18, -0.42, 0.10, 0.12, -0.21, -0.01, 0.02, -0.21, -0.20, 0.06, 0.04, -0.16, 0.03, -0.03, -0.42, 0.09, 0.01, 0.01, 0.08, 0.07, 0.08, 0.12, 0.11, 0.10, 0.10, 0.13, 0.13, 0.15, 0.14, 0.10, 0.12, 0.12, 0.14, 0.14, 0.13, 0.13, 0.11, 0.12]
}


No. 3
{
  "formula": "C2H14O5",
  "method": "the ωB97M-V functional and the def2-TZVPD basis",
  "homo_lumo_gap_ev": 11.069,
  "smiles": "CCO.O.O.O.O",
  "symbols": ["C", "C", "O", "H", "H", "H", "H", "H", "H", "O", "H", "H", "O", "H", "H", "O", "H", "H", "O", "H", "H"],
  "coordinates": [[-1.506786, -0.977412, 2.110956], [-0.958594, -2.172896, 1.530307], [0.313981, -2.100907, 0.762246], [-1.619410, -0.211360, 1.337044], [-0.759646, -0.590214, 2.728735], [-2.583100, -1.088402, 2.513049], [-0.937822, -3.034708, 2.254758], [-1.691026, -2.579912, 0.771083], [0.446870, -2.900854, 0.263313], [0.365284, 0.955070, 1.065390], [0.738363, 0.066803, 0.908365], [0.954911, 1.581988, 0.751181], [2.472274, 3.881014, -2.866151], [2.456833, 3.405591, -3.717830], [1.756859, 4.553317, -3.060506], [-1.568385, 1.395420, -1.244478], [-0.666843, 1.494031, -1.038297], [-1.734480, 0.818767, -0.495270], [1.373145, -0.467577, -1.517249], [2.231046, -0.767846, -1.851582], [0.916527, -1.259912, -1.205065]],
  "atomic_forces_ev_per_a": [[-1.99, 1.85, -0.82], [-0.86, -5.16, -2.69], [-0.79, 1.56, 1.52], [-0.02, -0.09, 0.07], [0.48, 0.98, 1.87], [2.09, -0.24, -0.12], [0.62, 0.93, -0.31], [0.45, 0.45, 0.58], [-0.28, -0.58, 0.10], [-1.72, -2.12, 1.02], [0.03, 0.61, -0.19], [1.98, 1.64, -1.00], [-1.49, 0.95, -1.26], [0.29, -0.03, 0.59], [1.19, -0.93, 0.70], [-1.46, -0.45, 0.02], [2.28, 0.67, -0.22], [-0.85, -0.22, 0.11], [0.32, -0.13, -0.18], [-0.33, 0.08, 0.12], [0.06, 0.23, 0.07]],
  "lowdin_charge": [-0.11, -0.30, -0.10, 0.05, 0.06, 0.13, 0.12, 0.12, 0.07, -0.03, 0.03, 0.01, -0.10, 0.04, 0.06, -0.04, -0.02, 0.00, -0.05, 0.05, 0.01]
}


No. 4
{
  "formula": "C5H7NO3",
  "method": "the ωB97M-V functional and the def2-TZVPD basis",
  "homo_lumo_gap_ev": [9.680, 6.540],
  "symbols": ["C", "C", "C", "C", "C", "N", "O", "O", "O", "H", "H", "H", "H", "H", "H", "H"],
  "coordinates": [[-0.959492, -0.846139, -0.717101], [-1.698180, 0.554359, -0.965830], [-0.329643, 1.223429, -0.644298], [0.276936, -0.152074, -0.615579], [0.642699, -0.591567, 2.255891], [1.602584, -0.444629, -0.724548], [-1.400327, -1.903873, -0.331171], [1.974136, -1.601236, -0.994388], [2.455009, 0.437025, -0.565755], [-2.144638, 0.685756, -1.953457], [-2.435984, 0.678780, -0.250369], [0.175359, 1.859652, -1.386747], [-0.289597, 1.720277, 0.280626], [0.924428, 0.462969, 2.048271], [1.525443, -1.175760, 1.906469], [-0.318733, -0.906969, 2.657987]],
  "atomic_forces_ev_per_a": [[-2.83, -0.46, 0.80], [1.61, -1.31, -1.24], [0.44, -0.84, -1.68], [0.20, 1.79, 0.69], [1.67, 1.09, -1.55], [3.97, -1.69, -0.44], [0.62, 0.47, -0.86], [-1.35, 0.45, 0.15], [-1.21, 0.52, 0.16], [0.41, 0.06, 0.02], [-1.45, 0.37, 1.47], [-0.42, -0.11, 0.02], [-0.01, 0.66, 1.26], [-0.89, -0.56, 0.65], [-1.33, -0.38, 0.73], [0.57, -0.08, -0.19]],
  "lowdin_charge": [-0.32, -0.02, -0.07, -0.11, 0.13, -0.36, 0.13, 0.08, 0.06, 0.12, 0.09, 0.13, 0.10, 0.01, 0.02, 0.02]
}


No. 5
{
  "formula": "C18H26BF2N3O8",
  "method": "the ωB97M-V functional and the def2-TZVPD basis",
  "homo_lumo_gap_ev": 6.848,
  "symbols": ["C", "C", "C", "N", "C", "C", "C", "C", "O", "O", "C", "C", "N", "C", "C", "C", "C", "C", "C", "O", "C", "O", "N", "H", "H", "H", "H", "H", "H", "H", "H", "H", "H", "H", "H", "H", "H", "H", "H", "H", "H", "H", "H", "H", "H", "H", "H", "H", "H", "B", "O", "C", "O", "C", "O", "O", "F", "F"],
  "coordinates": [[2.955165, -1.676058, 0.866575], [2.751750, -1.359165, 2.484692], [2.389965, 0.204833, 2.816706], [0.900590, 0.435216, 3.146749], [0.258751, 0.526615, 1.748292], [0.075617, 1.942327, 0.912377], [-0.586014, 1.874682, -0.590843], [-0.824489, 3.149043, -1.602819], [-0.197782, 4.320773, -1.469213], [-1.766786, 2.921110, -2.747726], [-1.028728, 2.786323, -4.013023], [-1.245861, 1.364542, -4.799424], [0.123365, 0.726587, -5.044383], [-1.016097, 0.386153, -1.160471], [-0.776839, -0.941651, -0.229459], [-1.151461, -2.435218, -0.794023], [-2.765103, -2.470837, -1.081248], [-3.540850, -2.935140, 0.292843], [-5.015252, -3.499145, -0.159276], [-5.290366, -4.889331, 0.246552], [-4.246276, -5.819120, -0.216675], [-4.149559, -6.992435, 0.464771], [-0.166845, -0.814323, 1.148715], [2.035980, -2.350888, 0.516077], [2.849637, -0.672828, 0.233316], [3.927343, -2.281866, 0.624169], [3.792864, -1.658186, 2.986595], [1.879097, -2.070440, 2.854344], [2.579967, 0.820766, 1.816684], [3.065855, 0.695820, 3.653775], [0.779889, 1.393993, 3.542456], [0.436134, 2.974175, 1.361635], [-1.401276, 3.653054, -4.731863], [0.147388, 2.933051, -3.903741], [-1.668134, 1.631834, -5.880223], [-2.025826, 0.639333, -4.314407], [0.360103, 0.794083, -6.058562], [0.156605, -0.255616, -4.692732], [-1.479712, 0.297728, -2.231441], [-0.755384, -3.304673, -0.100285], [-0.555903, -2.558270, -1.821307], [-3.170460, -1.384791, -1.338490], [-3.003018, -3.155047, -2.011321], [-2.921040, -3.668154, 0.971060], [-3.705957, -1.947162, 0.939146], [-5.112126, -3.342324, -1.336650], [-5.816327, -2.781144, 0.326829], [-3.473443, -5.597383, -1.077967], [-0.025972, -1.702434, 1.714700], [4.878703, 4.522461, 3.866466], [3.456671, 4.813433, 3.654658], [3.029397, 4.006860, 2.673712], [1.885415, 3.992434, 2.248918], [4.113609, 3.181442, 2.215719], [4.054658, 2.341192, 1.332659], [5.224786, 3.467464, 2.907844], [5.096898, 4.054556, 5.226423], [5.676686, 5.711747, 3.612115]],
  "atomic_forces_ev_per_a": [[-1.39, 0.09, -0.25], [0.54, -0.44, -0.26], [1.29, 0.49, -1.34], [-0.83, 0.54, -3.82], [-0.92, 0.45, -1.52], [-1.40, -3.20, -2.28], [0.15, -3.79, 1.90], [2.47, 5.15, -0.26], [-4.18, -8.11, -0.63], [3.25, -0.37, 2.53], [0.88, 0.69, -2.00], [0.00, 0.54, -1.26], [-1.37, -0.27, 0.03], [1.72, 0.28, 3.91], [0.79, 2.91, -0.05], [0.56, 1.16, -0.85], [0.18, 0.07, 0.68], [-0.43, 0.92, -0.39], [0.06, 1.66, -0.32], [3.51, -0.63, -2.09], [-0.75, -5.65, 5.08], [-0.63, 7.93, -4.88], [-0.66, 3.65, -2.28], [2.02, 1.29, 0.60], [0.63, -2.19, 1.32], [-1.85, 1.46, 0.52], [-2.59, 0.71, -0.77], [1.99, 1.47, -0.31], [0.15, -1.24, 2.32], [-1.58, -1.26, -1.59], [0.28, -0.91, -0.41], [-0.47, -2.33, -0.76], [0.65, -1.75, 1.68], [-2.62, -0.38, 0.06], [0.59, -0.49, 2.46], [1.51, 1.46, -0.67], [-0.29, -0.50, 1.42], [0.02, 1.23, -0.82], [1.01, 0.06, 2.44], [-1.01, 1.94, -1.18], [-1.27, 0.40, 2.25], [1.05, -2.32, 0.39], [0.53, 1.18, 2.03], [-1.31, 1.18, -1.56], [0.39, -2.20, -1.31], [0.13, -0.64, 2.45], [1.40, -2.01, -0.88], [-1.91, 0.09, 1.60], [-0.15, 1.74, -0.84], [2.33, 1.60, 2.24], [-0.97, -1.13, -1.45], [-2.75, 3.01, 1.96], [0.59, -0.29, 0.26], [3.89, -2.41, -1.35], [-0.25, 0.80, 0.72], [-1.44, -0.52, -0.95], [-0.36, 0.56, -1.82], [-1.15, -1.68, 0.35]],
  "lowdin_charge": [-0.14, -0.21, -0.20, -0.01, -0.07, 0.15, 0.04, -0.21, 0.05, -0.12, -0.18, -0.24, -0.05, 0.09, -0.08, -0.15, -0.21, -0.18, -0.20, -0.11, -0.13, -0.06, 0.12, 0.05, 0.09, 0.08, 0.13, 0.10, 0.10, 0.15, 0.12, 0.11, 0.14, 0.15, 0.13, 0.11, 0.07, 0.06, 0.09, 0.13, 0.13, 0.12, 0.12, 0.13, 0.13, 0.13, 0.14, 0.17, 0.15, -0.96, 0.24, -0.38, 0.09, -0.40, 0.10, 0.24, 0.07, 0.08]
}


No. 6
{
  "formula": "C5H25NO9",
  "method": "the ωB97M-V functional and the def2-TZVPD basis",
  "homo_lumo_gap_ev": 9.969,
  "smiles": "CC(C)CNC(=O)O.O.O.O.O.O.O.O",
  "symbols": ["C", "C", "C", "C", "N", "C", "O", "O", "H", "H", "H", "H", "H", "H", "H", "H", "H", "H", "H", "O", "H", "H", "O", "H", "H", "O", "H", "H", "O", "H", "H", "O", "H", "H", "O", "H", "H", "O", "H", "H"],
  "coordinates": [[-0.674492, -1.848711, -2.250013], [-0.369852, -0.364834, -2.384704], [0.166193, -0.038696, -3.790570], [0.680042, 0.105725, -1.350472], [0.516199, -0.461557, -0.004253], [-0.675777, -0.553564, 0.606772], [-1.744799, -0.145822, 0.190860], [-0.607867, -1.216542, 1.801140], [-1.337996, -2.108954, -3.072131], [-1.297883, -2.118116, -1.387994], [0.241605, -2.443567, -2.221895], [-1.226673, 0.286644, -2.217136], [1.007432, 0.662202, -3.699617], [-0.614759, 0.378676, -4.431039], [0.632805, -0.889997, -4.293573], [1.640399, -0.211426, -1.748929], [0.755037, 1.187814, -1.357237], [1.398830, -0.443153, 0.499377], [-1.269248, -0.822509, 2.393346], [0.010273, 3.265759, -1.405194], [0.004518, 3.370494, -0.444753], [-0.835828, 3.386269, -1.836493], [1.215198, -3.236061, 1.169893], [0.554319, -3.057046, 1.853304], [0.608830, -3.178635, 0.414683], [3.191818, -1.202643, 1.306783], [2.969627, -2.149933, 1.257170], [4.153820, -1.159581, 1.258301], [-4.375727, 0.394162, 0.726266], [-4.392808, -0.505917, 1.049528], [-3.625854, 0.528768, 0.138048], [0.179905, 2.438733, 1.227298], [-0.144569, 1.708849, 0.688406], [-0.521733, 2.969377, 1.618497], [3.452763, 2.067073, 2.557865], [2.506166, 2.095286, 2.761842], [3.591508, 1.133816, 2.325090], [-1.911280, 0.615209, 3.651655], [-2.005050, 0.041187, 4.418164], [-1.845083, 1.521227, 3.981725]],
  "atomic_forces_ev_per_a": [[-1.02, 0.16, 0.22], [0.64, 0.57, 0.38], [0.62, 0.18, 0.17], [-0.27, -0.53, -0.71], [0.53, 0.65, -0.77], [-0.19, -0.11, 0.62], [0.45, 0.17, -0.25], [0.40, 0.20, 0.00], [0.36, -0.40, -0.39], [0.37, 0.29, 0.17], [-0.09, -0.03, -0.31], [-0.38, -0.51, -0.02], [-0.43, 0.30, -0.18], [0.23, -0.06, -0.01], [-0.33, -0.23, 0.10], [0.32, -0.43, 0.38], [-0.33, 0.22, 0.19], [-0.42, -0.66, 0.53], [-0.12, 0.17, -0.23], [0.73, -0.03, -0.66], [-0.44, 0.05, -0.17], [-0.25, 0.17, 0.54], [-0.80, -0.34, -0.18], [0.47, 0.17, 0.39], [0.63, -0.04, -0.27], [0.29, -0.16, -0.03], [-0.29, 0.33, 0.05], [-0.11, 0.00, -0.06], [-0.88, 0.81, 0.02], [0.47, -0.11, -0.26], [0.13, -0.64, 0.35], [0.79, 0.47, 0.32], [-0.60, 0.18, 0.23], [-0.31, -0.58, -0.22], [-0.25, -0.56, 0.03], [0.21, 0.12, -0.18], [-0.06, 0.38, 0.08], [0.03, -0.08, -0.04], [-0.04, 0.25, 0.18], [-0.02, -0.35, -0.03]],
  "lowdin_charge": [-0.07, -0.40, -0.07, -0.14, 0.10, -0.62, 0.07, 0.08, 0.08, 0.07, 0.09, 0.12, 0.08, 0.08, 0.08, 0.13, 0.09, 0.11, 0.08, -0.06, 0.00, 0.04, -0.06, 0.04, 0.04, -0.06, 0.03, 0.05, -0.07, 0.02, 0.00, -0.03, 0.01, 0.06, -0.07, 0.02, 0.01, -0.04, 0.05, 0.06]
}